(1)
A cluster of 2 separate species, C3H7NO in total in a non-equilibrium geometry, computed with ωB97M-V/def2-TZVPD.

The geometry in ORCA input format:
```
! wB97M-V def2-TZVPD RIJCOSX def2/J DEFGRID3
* xyz 0 1
C -0.2023 -1.4529 1.2065
C -1.2693 -2.0199 0.6716
N -2.3633 -1.5224 -0.1387
H -0.1647 -1.1536 2.2715
H 0.1377 -0.5577 0.7233
H -1.5522 -2.9881 1.0778
H -3.0326 -0.8916 0.2435
H -3.0251 -2.3571 -0.3364
C 1.8930 2.1824 -0.4217
O 2.2691 2.8339 -1.4620
H 2.5853 1.4049 -0.1139
H 0.9133 2.2713 0.0636
*
```

The HOMO energy is -8.705 eV. As for the relative energy (zero: lowest compared OMol25 entry of this formula, charge and spin): 108.0 kcal per mole. As for the structure (SMILES): C=CN.C=O. The LUMO energy is 0.453 eV. The frontier orbital gap comes out at 9.158 eV. The value obtained for the total energy is -6758.0666 eV.

***

(2)
A structure of composition C19H25F4GeSi in a non-equilibrium geometry, computed with ωB97M-V/def2-TZVPD.

The geometry in ORCA input format:
```
! wB97M-V def2-TZVPD RIJCOSX def2/J DEFGRID3
* xyz 1 1
C 3.2112 -0.3531 1.7982
Si 1.3645 -0.4217 1.8381
C 0.7010 0.7021 3.1397
H 0.7889 0.3112 0.5049
C 0.8205 -2.2133 2.1709
Ge -0.2703 -2.8174 0.6611
C -0.8309 -4.6638 0.9841
C -1.9223 -1.7731 0.5639
C 0.6993 -2.7891 -1.0363
H 3.6292 -0.7698 2.7206
H 3.6362 -0.9054 0.9567
H 3.5732 0.6769 1.7088
H 0.9481 0.3394 4.1406
H 1.1241 1.7049 3.0256
H -0.3831 0.8061 3.0626
H 1.6541 -2.9263 2.2956
H 0.2124 -2.3188 3.0874
H -1.4028 -5.0194 0.1149
H 0.0506 -5.3038 1.1339
H -1.4696 -4.7005 1.8784
H -2.4849 -2.0816 -0.3287
H -2.5371 -1.9739 1.4528
H -1.7154 -0.6957 0.4843
H -0.0107 -2.8869 -1.8725
H 1.2582 -1.8545 -1.1594
H 1.4052 -3.6321 -1.0800
F -4.4435 1.4220 -1.3778
C -3.2325 0.7716 -1.6962
C -3.2620 -0.3044 -2.5884
C -2.0325 -0.9511 -2.8811
F -2.0481 -1.9759 -3.8164
C -0.8190 -0.5670 -2.3267
C -0.7796 0.5149 -1.4151
C 0.4846 0.8781 -0.7411
C 0.8039 2.3316 -0.5614
C 1.8287 2.8973 -1.3635
C 1.9083 4.2932 -1.4621
F 2.7194 4.8720 -2.4362
C 1.0872 5.1393 -0.7063
C 0.2145 4.5404 0.2273
F -0.6125 5.3712 0.9649
C 0.0812 3.1445 0.3449
C -2.0128 1.2306 -1.1654
H -4.2243 -0.6091 -3.0340
H 0.0978 -1.0959 -2.6220
H 1.3394 0.2954 -1.1151
H 2.4147 2.2572 -2.0215
H 1.1041 6.2321 -0.8652
H -0.6454 2.6888 1.0378
H -2.0211 2.1826 -0.6254
*
```

The HOMO energy is -12.838 eV. As for the relative energy (zero: lowest compared OMol25 entry of this formula, charge and spin): 20.4 kcal per mole. The LUMO energy is -5.637 eV. The frontier orbital gap comes out at 7.202 eV. The value obtained for the total energy is -95363.7392 eV.

***

(3)
The ion C4H6IN2 with charge +1 in a non-equilibrium geometry, computed with ωB97M-V/def2-TZVPD.

The geometry in ORCA input format:
```
! wB97M-V def2-TZVPD RIJCOSX def2/J DEFGRID3
* xyz 1 1
C -0.7553 -2.7771 -0.1706
C -0.2242 -1.9462 0.4625
N 0.1824 -1.0000 1.3224
C 0.2843 0.3620 0.9219
I 0.8899 1.6685 2.4598
N -0.0211 0.5999 -0.3084
C 0.0772 1.8694 -1.1005
H -1.0841 -3.6474 -0.7406
H 0.5189 -1.4035 2.2425
H -0.1200 -0.2080 -0.8788
H -0.1145 2.8352 -0.6403
H -0.6575 1.8024 -1.9323
H 1.0241 1.8449 -1.6377
*
```

The HOMO energy is -13.845 eV. As for the relative energy (zero: lowest compared OMol25 entry of this formula, charge and spin): 58.8 kcal per mole. As for the structure (SMILES): C#CN/C(I)=[NH+]/C. The LUMO energy is -4.288 eV. The frontier orbital gap comes out at 9.558 eV. The value obtained for the total energy is -15316.6503 eV.

***

Among the records above, which one has the highest relative energy (zero: lowest compared OMol25 entry of this formula, charge and spin)? C3H7NO